Below is a structure of composition C26H22FeN4O9P2Se, with properties calculated with wB97M-V/def2-TZVPD.

Calculated values
Gap between HOMO and LUMO (alpha / beta) = 5.35 / 5.32 eV
Energy above the lowest of the compared OMol25 structures with the same formula, charge and spin = 0.0 kcal/mol
Total energy = -170029.835 eV
E_HOMO (alpha / beta) = -2.0 / -2.0 eV
Expectation value of S² = 6.01

Structure (ORCA input):
```
! wB97M-V def2-TZVPD RIJCOSX def2/J DEFGRID3
* xyz -2 5
Fe -0.6471 0.8325 0.2403
N -7.5075 -3.6635 -6.2179
C -6.7384 -3.1575 -5.5282
C -5.7762 -2.5220 -4.6662
C -6.0609 -2.3519 -3.3132
C -5.1337 -1.7350 -2.4915
C -3.9152 -1.2907 -3.0022
C -3.6411 -1.4706 -4.3567
C -4.5638 -2.0782 -5.1898
C -2.9234 -0.6346 -2.1044
C -3.3212 0.5569 -1.5042
C -4.4983 1.3217 -1.7733
C -4.4393 2.4319 -0.9701
C -3.2332 2.3182 -0.2268
N -2.5716 1.2223 -0.5462
C -1.6870 -1.2703 -1.9598
C -1.2899 -2.5289 -2.5000
C 0.0104 -2.7339 -2.1043
C 0.3626 -1.6058 -1.3208
N -0.6389 -0.7480 -1.2173
H -7.0020 -2.7029 -2.9119
H -5.3414 -1.5982 -1.4385
H -2.6960 -1.1225 -4.7510
H -4.3508 -2.2108 -6.2421
H -5.2703 1.0717 -2.4846
H -5.1581 3.2327 -0.8972
H -2.8375 2.9881 0.5232
H -1.9043 -3.1943 -3.0860
H 0.6396 -3.5836 -2.3180
H 1.3056 -1.3932 -0.8374
C 1.4319 1.9563 3.3681
C 2.0637 2.4557 2.0748
O 3.1956 3.3142 2.3532
P 2.6162 1.0593 1.0018
O 3.0280 -0.1739 1.7476
O 3.9372 1.6809 0.3168
O 1.5309 0.9065 -0.0539
P 0.8734 3.5121 1.1375
O 1.5729 3.6822 -0.3184
O 0.8806 4.8381 1.8090
O -0.4136 2.7289 0.9578
H 2.2002 1.4733 3.9738
H 0.6315 1.2407 3.1773
H 1.0039 2.7959 3.9197
H 2.7950 4.1958 2.4509
H 2.0990 -1.3692 2.0236
H 4.0072 2.6082 0.5939
H 1.5739 2.7993 -0.7309
O 1.4914 -2.2051 2.0672
C 0.2706 -1.8182 1.7915
O -0.0357 -0.6390 1.7124
C -0.7126 -2.9102 1.5475
C -0.3174 -4.2428 1.5240
C -1.2474 -5.2321 1.2467
C -2.5700 -4.8882 0.9950
C -2.9645 -3.5583 1.0340
C -2.0386 -2.5664 1.3148
H 0.7186 -4.4886 1.7130
H -0.9427 -6.2717 1.2278
H -3.2973 -5.6625 0.7788
H -3.9996 -3.2893 0.8630
H -2.3435 -1.5283 1.3930
Se -2.8654 0.8395 3.0225
C -2.6657 -0.6734 4.0310
N -2.5398 -1.6446 4.6575
*
```

Below is a structure of composition C26H22MgN4O6SSe4, with properties calculated with wB97M-V/def2-TZVPD.

Calculated values
Gap between HOMO and LUMO = 4.02 eV
Energy above the lowest of the compared OMol25 structures with the same formula, charge and spin = 9.2 kcal/mol
Total energy = -323232.043 eV
E_HOMO = -0.9 eV

Structure (ORCA input):
```
! wB97M-V def2-TZVPD RIJCOSX def2/J DEFGRID3
* xyz -2 1
Mg 0.8955 -0.2354 1.5465
C -4.3244 4.6926 -0.5265
C -3.1371 3.9822 0.1250
C -1.8474 4.6709 -0.3412
C -3.2559 4.1078 1.6497
C -3.0885 2.4954 -0.2234
C -4.1500 1.8313 -0.8541
C -4.1384 0.4641 -1.0634
C -3.0330 -0.2554 -0.6399
S -2.7363 -1.9634 -0.6658
C -1.2113 -1.7022 0.1251
N -0.9417 -0.4563 0.3778
C -1.9593 0.3908 -0.0275
C -1.9887 1.7602 0.1816
C -0.2693 -2.7816 0.4724
C -0.4248 -4.0587 -0.0695
C 0.5181 -5.0335 0.2051
C 1.6000 -4.7189 1.0230
C 1.7288 -3.4398 1.5539
C 0.8069 -2.4166 1.3049
H -4.2885 5.7568 -0.2818
H -5.2741 4.3011 -0.1588
H -4.3048 4.5927 -1.6145
H -1.9119 5.7465 -0.1553
H -1.6803 4.5100 -1.4082
H -0.9784 4.2910 0.1946
H -3.2880 5.1625 1.9416
H -2.4118 3.6337 2.1514
H -4.1542 3.6051 2.0126
H -5.0250 2.3847 -1.1649
H -4.9844 -0.0310 -1.5224
H -1.1641 2.2100 0.7178
H -1.2592 -4.2836 -0.7273
H 0.4203 -6.0235 -0.2239
H 2.3483 -5.4760 1.2368
H 2.6001 -3.2301 2.1696
Se -4.4596 0.8891 2.8565
Se -3.0694 1.6933 4.5375
Se -1.0321 0.5525 4.5230
Se 0.4679 1.7493 3.1434
O 4.7532 0.4138 0.0076
C 3.7267 -0.2402 0.1916
O 2.8332 -0.0391 1.0671
C 3.4943 -1.4535 -0.6994
C 4.5225 -2.3673 -0.8624
C 4.2899 -3.5322 -1.5766
C 3.0754 -3.8016 -2.1729
C 2.0874 -2.8483 -2.0372
C 2.2624 -1.6883 -1.3002
N 0.8025 -3.0887 -2.7097
O -0.0044 -2.1898 -2.7182
O 0.6383 -4.1695 -3.2448
N 5.3661 -4.5191 -1.7118
O 5.1394 -5.5294 -2.3489
O 6.4314 -4.2784 -1.1827
H 5.4900 -2.1766 -0.4225
H 2.9023 -4.7131 -2.7216
H 1.4488 -0.9797 -1.2060
C 2.8332 3.2208 0.8486
C 1.9240 2.5313 -0.0561
N 1.2170 1.9452 -0.7460
H 3.6706 2.5532 1.0526
H 2.3095 3.4422 1.7787
H 3.1923 4.1407 0.3889
*
```

Below is a structure of composition C26H22MoN6O9, with properties calculated with wB97M-V/def2-TZVPD.

Calculated values
Gap between HOMO and LUMO = 5.35 eV
Energy above the lowest of the compared OMol25 structures with the same formula, charge and spin = 0.8 kcal/mol
Total energy = -56530.435 eV
E_HOMO = -14.3 eV

Structure (ORCA input):
```
! wB97M-V def2-TZVPD RIJCOSX def2/J DEFGRID3
* xyz 2 1
Mo 0.0230 0.1458 -0.3693
C 5.1685 -1.2881 -2.4964
O 3.9351 -0.5868 -2.2465
C 3.9817 0.5888 -1.6022
C 4.9590 1.5550 -1.7383
C 4.8948 2.7883 -1.0626
C 3.8414 3.0906 -0.2465
C 2.7976 2.1501 -0.1098
C 1.7715 2.3423 0.8167
N 0.7588 1.4957 0.9879
N 0.0234 1.6808 2.1098
C -0.7644 0.6569 2.2789
O -0.7510 -0.2874 1.3399
C -1.6351 0.5092 3.4340
C -1.5672 1.4318 4.4810
C -2.3992 1.2769 5.5732
C -3.2940 0.2139 5.6242
C -3.3654 -0.7013 4.5816
C -2.5368 -0.5562 3.4831
C 2.8718 0.9105 -0.7969
O 1.8876 0.0448 -0.6643
H 4.8850 -2.2030 -3.0049
H 5.6592 -1.5179 -1.5534
H 5.8366 -0.7234 -3.1429
H 5.7956 1.3631 -2.3966
H 5.6953 3.5006 -1.2046
H 3.7850 4.0305 0.2850
H 1.8076 3.1655 1.5219
H -0.8647 2.2520 4.4320
H -2.3501 1.9838 6.3896
H -3.9414 0.0993 6.4832
H -4.0674 -1.5223 4.6271
H -2.5933 -1.2573 2.6605
C -0.0100 -3.2695 1.6211
C 0.0410 -3.1019 0.1477
N 0.0528 -1.9747 -0.5749
C 0.1441 -2.3405 -1.9105
C 0.1804 -3.6875 -1.9989
N 0.1170 -4.1323 -0.7022
C 0.2883 -4.6967 -3.1010
O 0.3650 -4.2441 -4.3330
O 0.2977 -5.8549 -2.7935
C 0.1768 -1.2655 -2.9167
O 0.2635 -1.4470 -4.0991
O 0.0748 -0.0763 -2.3268
H -0.0839 -2.3127 2.1215
H 0.8891 -3.7814 1.9668
H -0.8693 -3.8816 1.8963
H 0.1421 -5.1226 -0.4805
H 0.3308 -3.2656 -4.3973
C -4.5992 0.6965 -1.6703
N -3.4443 1.5434 -1.3280
C -3.5170 2.9344 -1.2959
C -2.4822 3.7112 -0.9565
C -1.1798 3.1475 -0.6356
O -0.1817 3.7494 -0.3462
N -1.1888 1.7091 -0.6763
C -2.2892 0.9791 -0.9979
O -2.0641 -0.2636 -0.9100
H -5.3797 1.3355 -2.0707
H -4.9612 0.1826 -0.7827
H -4.3035 -0.0303 -2.4222
H -4.4818 3.3417 -1.5627
H -2.5762 4.7862 -0.9380
*
```

Below is a structure of composition C26H22N4OPRe, with properties calculated with wB97M-V/def2-TZVPD.

Calculated values
Gap between HOMO and LUMO (alpha / beta) = 6.77 / 6.38 eV
Energy above the lowest of the compared OMol25 structures with the same formula, charge and spin = 0.9 kcal/mol
Total energy = -46720.368 eV
E_HOMO (alpha / beta) = -17.6 / -17.6 eV
Expectation value of S² = 0.76

Structure (ORCA input):
```
! wB97M-V def2-TZVPD RIJCOSX def2/J DEFGRID3
* xyz 3 2
Re 0.2399 0.3508 -0.3110
N -1.6247 -0.8057 -2.4801
P -0.9127 0.7248 -2.3196
C -2.1836 1.9392 -2.1225
C -2.9893 1.8662 -0.9760
C -4.0313 2.7555 -0.8149
C -4.2757 3.7149 -1.7960
C -3.4900 3.7805 -2.9376
C -2.4379 2.8942 -3.1103
C 0.1429 1.0227 -3.7106
C 0.6887 2.3055 -3.8634
C 1.5475 2.5538 -4.9192
C 1.8706 1.5322 -5.8095
C 1.3399 0.2586 -5.6492
C 0.4730 -0.0043 -4.5987
C -1.3879 -1.8065 -1.5762
C -1.9658 -3.0672 -1.7053
C -1.6892 -4.0305 -0.7651
C -0.8234 -3.7516 0.3078
C -0.2807 -2.5113 0.3884
N -0.5527 -1.5214 -0.5301
H -2.3443 -0.9739 -3.1742
H -2.8268 1.1017 -0.2212
H -4.6615 2.7041 0.0621
H -5.0958 4.4094 -1.6703
H -3.7004 4.5180 -3.6999
H -1.8353 2.9408 -4.0084
H 0.4358 3.1043 -3.1751
H 1.9578 3.5448 -5.0593
H 2.5361 1.7349 -6.6382
H 1.5892 -0.5264 -6.3500
H 0.0526 -0.9955 -4.4864
H -2.6219 -3.2728 -2.5402
H -2.1387 -5.0114 -0.8561
H -0.5889 -4.4985 1.0519
H 0.3946 -2.2305 1.1873
O -0.1260 1.6728 0.8774
C 0.7325 1.5218 1.9624
C 0.1754 1.6449 3.2260
C 0.9961 1.5483 4.3302
C 2.3607 1.3012 4.1762
C 2.9061 1.1586 2.9179
C 2.1136 1.2752 1.7691
C 2.7491 1.1687 0.4600
N 2.0976 0.8311 -0.6862
C 3.0124 0.8811 -1.7334
C 4.2076 1.2168 -1.2095
N 4.0156 1.4075 0.1477
H -0.8822 1.8489 3.3210
H 0.5764 1.6671 5.3200
H 2.9940 1.2156 5.0481
H 3.9597 0.9297 2.8215
H 2.7292 0.6647 -2.7479
H 5.1715 1.3507 -1.6708
H 4.7259 1.7317 0.7924
*
```